Density functional theory data (ωB97M-V with the def2-TZVPD basis set) for a 5-piece molecular cluster, C44H94F6N4P3 overall at a distorted geometry.

Geometry as XYZ:
```
151
Properties=species:S:1:pos:R:3:forces:R:3
C 1.345954 -0.592548 5.689402 0.015 0.210 -0.095
C 1.607272 0.377590 4.548606 0.619 0.279 0.052
N 3.068614 0.581308 4.350527 -0.372 -0.231 0.607
C 3.804369 1.605232 4.878851 0.097 0.449 0.092
C 5.105446 1.336329 4.640654 0.373 -0.021 -0.734
N 5.138396 0.153009 3.931416 0.426 -0.151 0.322
C 3.905010 -0.308581 3.833042 -0.731 0.147 -0.497
C 6.333310 -0.543164 3.467239 0.427 -0.252 0.151
H 1.483690 -0.076011 6.638004 0.074 -0.163 0.094
H 2.030184 -1.437982 5.642523 -0.125 -0.138 0.040
H 0.318946 -0.948833 5.646091 -0.004 -0.067 -0.014
H 1.246977 1.368156 4.816895 -0.251 -0.006 -0.264
H 1.208235 0.092545 3.582105 -0.166 -0.100 0.072
H 3.376266 2.480154 5.333933 -0.165 -0.111 0.093
H 6.002480 1.912312 4.781472 -0.026 0.024 0.215
H 3.567335 -1.217614 3.364349 0.244 -0.087 -0.016
H 7.144975 0.155540 3.284652 -0.168 0.210 -0.005
H 6.127830 -1.074935 2.542561 -0.137 0.016 -0.004
H 6.673105 -1.244919 4.228045 -0.075 -0.029 -0.031
C -3.469710 2.586881 4.108597 0.242 0.050 -0.123
C -2.840479 3.866391 4.646567 0.009 -0.240 -0.013
N -2.235512 4.649357 3.558176 -0.240 -0.275 -0.111
C -2.901868 5.581240 2.790961 -0.136 0.168 0.688
C -2.040498 5.998472 1.848093 0.588 -0.135 -0.626
N -0.889821 5.237352 1.979580 -0.084 0.717 0.086
C -1.034465 4.450940 3.030447 -0.019 -0.489 0.045
C 0.335186 5.427224 1.205200 0.192 -0.007 -0.129
H -4.095149 2.796447 3.239925 -0.119 0.016 0.086
H -4.065466 2.098068 4.876086 -0.030 0.026 0.022
H -2.678286 1.903063 3.792015 -0.068 -0.041 -0.031
H -2.057031 3.625738 5.363122 0.039 0.123 0.012
H -3.555818 4.510851 5.151486 -0.043 0.032 -0.064
H -3.894466 5.904897 3.048547 -0.014 0.064 -0.050
H -2.089863 6.774903 1.106281 -0.202 -0.032 -0.048
H -0.329900 3.693629 3.330872 0.049 0.086 0.086
H 0.127829 6.141702 0.414868 -0.017 0.004 -0.006
H 0.668228 4.490926 0.766671 -0.137 -0.082 0.034
H 1.122164 5.823213 1.842931 -0.049 0.042 0.028
C -6.236821 -2.974137 -5.349382 -0.359 0.127 0.251
C -6.008310 -2.988444 -3.847249 0.599 -0.547 0.283
C -5.081030 -1.869503 -3.382735 -0.583 0.426 0.391
C -4.583997 -2.110410 -1.954159 0.918 -0.569 0.001
P -3.775755 -0.720881 -1.142707 -0.343 0.459 0.648
C -2.961436 -1.265221 0.389430 -0.060 -0.157 -0.233
C -3.916394 -2.078681 1.267183 -0.401 0.237 0.396
C -3.245176 -2.681680 2.505352 0.006 0.074 -0.572
C -2.622087 -1.620415 3.409677 0.611 -0.074 -0.424
C -5.035422 0.450034 -0.561188 0.003 -0.088 -0.683
C -4.474662 1.779337 -0.057297 -0.003 0.069 0.458
C -5.553144 2.869243 -0.022632 0.278 -0.314 0.027
C -5.883836 3.435321 -1.404225 0.315 -0.200 0.261
C -2.633649 0.165694 -2.214803 -0.346 0.467 -0.033
C -3.325177 0.916328 -3.369887 -0.060 -0.488 -0.227
C -2.369635 1.808730 -4.152487 -0.120 0.084 0.041
C -1.808457 2.988240 -3.381909 0.205 0.327 0.203
H -5.390456 -3.422685 -5.863963 0.012 0.111 -0.162
H -6.392078 -1.950565 -5.694575 0.058 -0.032 -0.156
H -7.137212 -3.534155 -5.593064 0.070 -0.088 -0.135
H -5.543351 -3.942159 -3.562459 -0.061 0.015 -0.087
H -6.938536 -2.966112 -3.276256 -0.067 0.257 -0.094
H -5.628773 -0.920501 -3.437927 0.049 -0.050 -0.057
H -4.202155 -1.756310 -4.019929 -0.133 -0.224 -0.170
H -3.808932 -2.889781 -2.018824 -0.014 0.046 0.105
H -5.306501 -2.538912 -1.256509 -0.348 0.283 -0.181
H -2.649394 -0.373039 0.934819 0.079 0.094 -0.168
H -2.040024 -1.797849 0.133869 -0.107 -0.128 0.024
H -4.447112 -2.849185 0.706328 0.224 -0.147 -0.014
H -4.700417 -1.404862 1.634829 0.019 -0.017 -0.084
H -2.478031 -3.363687 2.123111 -0.064 -0.141 0.323
H -3.993793 -3.269978 3.033537 0.051 -0.048 0.055
H -3.185663 -0.684882 3.383671 -0.214 -0.121 0.323
H -1.624598 -1.357834 3.044587 -0.072 0.030 -0.015
H -2.479048 -1.985737 4.424641 -0.259 0.111 0.101
H -5.581307 -0.068578 0.227611 -0.086 0.044 0.008
H -5.752111 0.614120 -1.371837 0.069 -0.049 -0.041
H -3.635045 2.145868 -0.650806 -0.013 -0.084 -0.128
H -4.071298 1.604782 0.946347 -0.007 0.113 -0.012
H -5.205944 3.667513 0.636771 -0.041 0.028 -0.011
H -6.450022 2.434502 0.425814 -0.061 0.211 0.104
H -6.544527 2.761408 -1.947656 -0.242 0.245 -0.060
H -4.986550 3.547691 -2.018712 0.077 0.103 0.117
H -6.318545 4.422573 -1.274740 -0.330 -0.073 -0.318
H -1.824073 -0.501448 -2.516043 -0.004 0.047 -0.126
H -2.220096 0.952645 -1.581200 0.336 -0.331 0.205
H -4.150643 1.501459 -2.953636 0.066 0.123 -0.061
H -3.776999 0.224216 -4.081282 0.054 0.038 0.140
H -2.928626 2.191171 -5.008534 0.105 -0.018 -0.073
H -1.556581 1.202769 -4.558218 0.017 -0.079 -0.004
H -1.340751 2.730371 -2.424748 -0.038 -0.160 -0.082
H -2.580302 3.732565 -3.171314 -0.030 -0.051 -0.016
H -1.036523 3.484978 -3.970174 -0.034 0.062 -0.014
C 5.527851 2.208854 0.710157 -0.406 -0.094 -0.193
C 5.587803 0.999492 -0.219670 0.322 -0.464 0.684
C 4.349767 0.112851 -0.109344 -0.703 0.517 -0.343
C 4.552478 -1.281379 -0.694201 0.050 0.056 -0.374
P 3.067491 -2.089686 -1.316546 0.217 -0.537 0.213
C 3.608749 -3.638841 -2.050588 -0.131 -0.467 0.668
C 4.776359 -3.595228 -3.034505 -0.337 0.317 -0.231
C 4.977098 -4.949152 -3.721873 -0.274 0.088 0.234
C 6.314449 -5.051706 -4.429735 -0.064 -0.128 -0.273
C 1.975086 -2.454080 0.087641 -0.003 0.537 0.069
C 1.758100 -3.907351 0.516793 -0.254 0.087 -0.352
C 0.405652 -4.085461 1.190356 -0.277 -0.142 0.657
C 0.399539 -3.518310 2.622597 0.138 0.331 -0.807
C 2.213395 -1.012613 -2.477140 0.449 0.117 0.074
C 3.096422 -0.412420 -3.573030 0.777 0.492 0.318
C 2.448726 0.797293 -4.246707 -0.156 0.271 -0.392
C 2.820377 2.124917 -3.577376 -0.456 -0.306 0.499
H 6.515863 2.649059 0.814315 -0.068 0.251 -0.013
H 5.161240 1.920206 1.701317 0.177 -0.092 0.008
H 4.806645 2.944774 0.349197 0.196 0.136 -0.061
H 6.453908 0.397573 0.087026 -0.005 -0.003 -0.136
H 5.777015 1.290743 -1.253678 -0.078 0.042 -0.020
H 3.507006 0.583677 -0.633895 0.179 0.184 0.016
H 3.989339 0.098174 0.923528 0.181 -0.296 0.045
H 5.021217 -1.976465 0.007319 0.103 -0.034 -0.080
H 5.187622 -1.215504 -1.585544 0.190 -0.013 0.216
H 2.732351 -4.156069 -2.457842 0.024 0.209 -0.265
H 3.843181 -4.246840 -1.163848 0.261 -0.011 -0.169
H 5.690519 -3.245343 -2.549115 -0.003 -0.191 0.122
H 4.530579 -2.833485 -3.782876 0.267 -0.187 -0.120
H 4.142764 -5.083633 -4.417004 0.106 -0.035 -0.085
H 4.871829 -5.755085 -2.988366 0.087 0.051 0.037
H 6.320731 -5.895552 -5.118691 0.018 -0.010 0.021
H 7.129642 -5.209069 -3.724872 0.035 0.154 0.026
H 6.507987 -4.154533 -5.020205 0.099 -0.003 0.028
H 1.041364 -1.923814 -0.131422 -0.094 -0.257 -0.008
H 2.386434 -1.887934 0.924517 0.025 0.117 -0.060
H 2.531416 -4.183827 1.235835 0.124 -0.178 -0.155
H 1.821960 -4.584215 -0.334780 0.031 -0.028 0.036
H 0.162827 -5.149842 1.193116 -0.031 0.016 0.160
H -0.397819 -3.598041 0.628525 0.161 0.017 -0.216
H 1.081376 -4.080626 3.258025 -0.135 -0.033 0.170
H -0.607637 -3.480008 3.029555 0.137 -0.273 0.228
H 0.741073 -2.475150 2.568638 0.016 -0.046 0.174
H 1.864901 -0.196192 -1.831308 -0.454 -0.089 -0.224
H 1.388658 -1.576159 -2.919282 -0.192 0.123 0.239
H 3.487438 -1.142578 -4.280344 -0.537 -0.149 -0.102
H 4.014662 -0.016267 -3.115420 -0.079 -0.129 0.095
H 1.355897 0.744578 -4.230023 -0.026 -0.309 0.001
H 2.703880 0.800787 -5.307635 0.191 0.092 0.071
H 2.516833 2.965415 -4.195878 0.193 0.099 -0.026
H 3.871236 2.194563 -3.294342 0.118 0.059 -0.402
H 2.265730 2.211235 -2.635157 -0.001 0.067 -0.018
P 0.205887 1.313045 0.989056 0.805 -0.445 1.070
F 1.057617 1.975325 -0.190968 -0.294 0.084 -0.262
F -1.028710 2.318134 0.815201 0.174 0.577 -0.339
F -0.482505 0.276676 -0.031617 0.180 -0.136 -0.098
F -0.588562 0.662835 2.247374 -0.074 -0.273 -0.030
F 1.426815 0.238296 1.261855 -0.249 0.025 -0.244
F 0.967920 2.311095 2.047610 -0.385 0.284 -0.075
```
Forces are in eV/Å.

Its LUMO energy is -5.742 eV. Its total charge is +3. The total energy is -97272.7054 eV.